{
  "formula": "C5H11N3",
  "method": "ωB97M-V/def2-TZVPD",
  "fmax_ev_per_a": 3.73,
  "lumo_ev": 0.67,
  "multiplicity": 1,
  "e_above_lowest_kcal_mol": 84.0,
  "total_energy_ha": -361.2555,
  "smiles": "CC/N=C(C)\\N=N/C",
  "elements": ["C", "C", "C", "C", "C", "N", "N", "N", "H", "H", "H", "H", "H", "H", "H", "H", "H", "H", "H"],
  "coordinates": [[0.995716, 0.206404, -1.948810], [0.154675, -0.723627, 0.676814], [-0.263893, -1.148259, 2.105064], [1.972321, -0.234661, -0.909668], [-1.878204, 1.364732, 0.064675], [-0.975990, -0.832534, -0.105230], [1.379461, -0.583235, 0.384882], [-1.916913, -0.058606, -0.326552], [0.419653, -0.606516, -2.107932], [0.432386, 1.073936, -1.517188], [-0.664778, -2.154277, 2.224130], [-0.980926, -0.389201, 2.574637], [0.615825, -1.209766, 2.697872], [2.395049, -1.250400, -1.073273], [2.638109, 0.639900, -0.692117], [1.499908, 0.649503, -2.801983], [-2.394667, 1.573354, 1.051568], [-2.522204, 1.944667, -0.511763], [-0.905530, 1.738588, 0.214873]],
  "forces_ev_per_a": [[1.4, 3.3, 1.0], [0.9, 0.0, 1.7], [-0.5, 1.1, 0.3], [-0.2, -0.1, 1.6], [-0.5, -1.2, 2.9], [-2.0, 0.3, -1.5], [-0.7, 0.5, 0.9], [0.2, -0.1, -0.1], [-2.4, -2.1, -1.4], [0.1, -0.9, -0.4], [-0.5, 0.1, -0.7], [0.9, -1.1, -0.7], [0.9, 0.5, 0.5], [0.8, 1.2, -0.9], [0.3, -1.4, -0.2], [0.0, -0.5, -0.4], [0.5, -1.0, -0.5], [-0.5, 0.8, -1.9], [1.3, 0.6, -0.2]]
}